[1]
Here is 11 unconnected molecules or ions with the total composition C24H43Cl20N4O4S2 in a non-equilibrium geometry from the OMol25 dataset. Energies are from ωB97M-V/def2-TZVPD.

LUMO = -2.31 eV
Total charge = +1

Last column: Mulliken charge in e.
Cartesian coordinates (Å):
C -1.655 1.713 -3.203  -0.09
C -1.923 0.409 -3.097  0.16
C -2.478 -0.093 -1.842  0.29
N -3.747 -0.085 -1.470  -0.74
N -3.737 -0.607 -0.216  0.37
C -2.518 -0.926 0.201  0.15
C -2.144 -1.466 1.529  -1.20
C -1.389 -0.368 2.342  0.12
C -1.968 -0.050 3.715  -1.02
N -1.226 1.086 4.310  -0.43
N -1.680 -0.636 -0.813  0.55
S 0.023 -0.983 -0.628  0.07
C 0.888 -0.077 -1.881  -0.60
C 1.145 1.340 -1.422  0.67
O 0.267 2.081 -1.114  -0.33
O 2.435 1.695 -1.448  -0.47
C 3.033 2.158 -0.221  -0.85
C 4.117 1.208 0.252  0.43
C 5.281 1.202 -0.737  -1.45
O 3.568 -0.127 0.377  -0.24
C 4.058 -0.804 1.441  0.21
O 5.059 -0.489 1.997  -0.55
C 3.279 -2.029 1.828  0.29
S 2.911 -1.962 3.601  -0.16
H -2.178 2.416 -2.566  -0.27
H -0.921 2.097 -3.898  0.36
H -1.728 -0.273 -3.917  -0.44
H -4.574 -0.733 0.332  0.14
H -1.480 -2.310 1.340  0.35
H -3.033 -1.825 2.042  0.61
H -0.339 -0.638 2.414  0.38
H -1.423 0.567 1.775  0.22
H -3.015 0.233 3.606  0.40
H -1.883 -0.913 4.376  0.28
H -0.390 1.224 3.756  0.13
H -1.764 1.931 4.144  0.24
H 0.422 -0.103 -2.860  0.24
H 1.837 -0.612 -1.967  0.40
H 2.285 2.373 0.543  0.50
H 3.539 3.097 -0.447  0.19
H 4.445 1.579 1.219  0.57
H 4.966 1.520 -1.729  0.34
H 5.700 0.203 -0.828  0.44
H 6.078 1.859 -0.396  0.31
H 2.390 -2.150 1.216  -0.21
H 3.917 -2.888 1.628  0.32
H 1.619 -2.285 3.533  0.06
C -1.974 -3.430 -4.915  -0.31
Cl -2.069 -1.902 -5.796  -0.17
Cl -2.689 -3.313 -3.290  -0.12
H -2.509 -4.185 -5.471  0.36
H -0.930 -3.700 -4.807  0.25
C -4.951 2.882 0.539  0.08
Cl -3.640 2.924 1.736  -0.09
Cl -6.503 2.479 1.273  -0.16
H -5.021 3.860 0.076  0.22
H -4.716 2.129 -0.204  -0.05
C 2.220 4.955 -0.157  1.26
Cl 3.807 5.584 0.301  -0.18
Cl 1.031 5.130 1.142  -0.13
H 1.867 5.499 -1.026  0.33
H 2.313 3.902 -0.382  -1.16
C -2.565 6.265 -1.210  -0.37
Cl -4.168 6.885 -1.600  -0.15
Cl -2.210 4.759 -2.084  -0.08
H -1.824 7.005 -1.488  0.38
H -2.517 6.055 -0.150  0.23
C 0.891 4.503 5.364  0.03
Cl -0.518 5.207 4.557  -0.17
Cl 1.324 2.942 4.655  -0.08
H 1.731 5.175 5.243  0.33
H 0.654 4.339 6.407  -0.09
C 1.431 0.198 -7.234  -0.44
Cl 0.335 0.567 -5.888  0.00
Cl 2.597 -1.051 -6.802  -0.14
H 0.833 -0.154 -8.066  0.30
H 1.965 1.103 -7.494  0.31
C -1.704 -7.036 -3.633  0.25
Cl -0.154 -7.677 -3.091  -0.13
Cl -1.724 -6.756 -5.383  -0.18
H -2.485 -7.742 -3.380  0.35
H -1.870 -6.087 -3.137  -0.28
C 2.609 -4.958 -1.774  -0.44
Cl 3.892 -3.774 -1.491  -0.14
Cl 1.016 -4.318 -1.348  0.02
H 2.602 -5.210 -2.828  0.34
H 2.797 -5.836 -1.168  0.29
C -0.081 2.208 8.518  0.21
Cl -1.613 2.592 9.304  -0.15
Cl 1.108 3.511 8.701  -0.18
H 0.329 1.314 8.971  0.29
H -0.262 2.054 7.459  -0.16
C -0.972 -7.129 0.985  -0.35
Cl 0.497 -7.624 0.147  -0.11
Cl -2.049 -6.153 -0.037  -0.14
H -1.508 -8.018 1.295  0.35
H -0.693 -6.531 1.843  0.25

[2]
Here is a molecular structure, C25H38IrN3O3PS2SiTe from the OMol25 dataset. Energies are from ωB97M-V/def2-TZVPD.

LUMO = 2.09 eV
Total charge = -1

Last column: Mulliken charge in e.
Cartesian coordinates (Å):
Ir -1.064 -0.236 -1.036  3.17
O 0.579 -1.481 2.552  -0.76
C -0.050 -1.698 1.514  -0.11
O -0.912 -0.874 1.030  -0.83
C 0.121 -3.043 0.841  0.32
C 0.423 -4.090 1.718  -0.83
C 0.567 -5.396 1.293  -0.61
C 0.417 -5.675 -0.063  -0.52
C 0.130 -4.656 -0.946  -1.13
C -0.019 -3.319 -0.531  1.08
S -0.288 -2.207 -1.868  -0.49
H 0.548 -3.831 2.761  0.41
H 0.790 -6.184 2.001  0.36
H 0.517 -6.690 -0.429  0.35
H 0.006 -4.875 -2.000  0.40
C -6.061 -3.512 1.835  -1.48
C -5.192 -2.288 1.729  1.20
C -4.409 -1.873 2.802  -0.74
C -3.574 -0.770 2.687  -0.63
C -3.559 -0.064 1.498  0.39
C -4.317 -0.459 0.406  -0.35
C -5.129 -1.575 0.534  -0.90
S -2.468 1.337 1.357  0.81
C -3.733 2.607 1.505  -1.37
O -2.104 1.485 -0.109  -0.67
H -6.027 -3.935 2.839  0.35
H -5.732 -4.280 1.133  0.31
H -7.101 -3.277 1.599  0.34
H -4.423 -2.440 3.725  0.25
H -2.909 -0.490 3.495  0.36
H -4.220 0.056 -0.545  0.37
H -5.698 -1.911 -0.325  0.40
H -4.459 2.464 0.707  0.37
H -3.236 3.571 1.399  0.42
H -4.199 2.522 2.485  0.40
C 2.113 2.384 -4.074  -0.87
N 2.033 0.883 -4.152  0.31
C 3.295 0.288 -3.592  -0.93
N 3.504 0.720 -2.254  0.23
C 3.514 2.178 -2.193  -0.62
N 2.308 2.799 -2.730  0.30
C 1.140 2.624 -1.847  -1.84
P 0.889 0.863 -1.267  2.06
C 0.845 0.434 -3.305  -2.35
C 2.598 0.114 -1.260  -1.28
H 1.176 2.770 -4.473  0.42
H 2.955 2.701 -4.696  0.35
H 1.917 0.596 -5.127  0.35
H 4.122 0.610 -4.233  0.34
H 3.182 -0.795 -3.635  0.42
H 4.371 2.538 -2.773  0.42
H 3.635 2.488 -1.156  -0.25
H 0.235 2.936 -2.374  0.39
H 1.276 3.283 -0.992  0.48
H -0.026 0.938 -3.720  0.34
H 0.745 -0.634 -3.482  0.46
H 2.496 -0.954 -1.462  0.39
H 3.059 0.233 -0.281  0.29
Te -2.557 0.246 -3.082  -0.80
C 3.967 1.310 1.774  -1.24
Si 2.302 2.201 1.661  0.54
C 1.601 2.220 3.404  -1.19
C 2.681 3.993 1.182  -1.22
C 0.996 1.398 0.599  0.78
H 4.547 1.771 2.579  0.45
H 4.569 1.367 0.864  0.37
H 3.839 0.255 2.025  0.35
H 2.304 2.636 4.130  0.33
H 1.329 1.205 3.704  0.25
H 0.683 2.814 3.435  0.29
H 3.304 4.464 1.948  0.39
H 1.757 4.572 1.102  0.33
H 3.212 4.083 0.231  0.36
H 0.125 2.052 0.741  0.21
H 0.744 0.509 1.188  -1.27

[3]
Here is a molecular structure, C38H57Cl3GeOP3S2SiTi in a non-equilibrium geometry from the OMol25 dataset. Energies are from ωB97M-V/def2-TZVPD.

LUMO (spin up / spin down) = -6.61 / -8.55 eV
2S+1 = 2
Total charge = +2

Last column: Mulliken charge in e.
Cartesian coordinates (Å):
Ti -0.176 1.193 1.286  -0.43
C 4.200 1.539 -3.052  -1.41
C 4.498 0.210 -2.305  0.88
C 5.335 -0.692 -3.194  -1.46
P 3.068 -0.630 -1.508  0.28
C 3.477 -2.429 -1.130  1.25
C 3.419 -3.364 -2.423  -1.71
C 4.693 -2.648 -0.221  -1.21
C 1.727 -0.734 -2.777  0.03
C 2.025 -1.067 -4.106  -0.15
C 1.141 -0.768 -5.146  -1.42
C -0.068 -0.130 -4.843  -0.67
C -0.375 0.121 -3.519  -0.89
C 0.426 -0.219 -2.520  1.15
Si -0.589 -0.317 -0.776  1.95
C -0.521 -2.247 -0.380  0.71
C -0.686 -3.079 -1.430  -0.15
C -0.599 -4.466 -1.312  -1.43
C -0.249 -5.007 -0.069  -1.13
C -0.147 -4.173 1.085  -1.17
C -0.279 -2.767 0.963  0.19
P -0.240 -1.555 2.298  0.95
C -1.812 -2.029 3.221  0.33
C -3.038 -1.667 2.388  -1.26
C -1.985 -3.441 3.833  -1.30
C 1.254 -2.111 3.463  1.57
C 1.684 -3.615 3.456  -1.70
C 1.154 -1.517 4.901  -1.46
C -2.399 0.029 -1.228  0.08
C -3.194 -0.878 -1.874  -0.19
C -4.481 -0.587 -2.380  -1.09
C -4.942 0.733 -2.310  -1.06
C -4.210 1.642 -1.519  -0.89
C -2.953 1.338 -0.975  0.14
P -1.870 2.603 -0.213  1.18
C -1.312 3.816 -1.650  0.65
C -2.498 4.355 -2.514  -1.46
C -0.261 3.256 -2.565  -1.51
C -3.193 3.695 0.601  0.47
C -4.042 3.035 1.714  -1.16
C -2.413 4.975 1.086  -1.36
H 5.047 2.196 -3.019  0.50
H 3.380 1.978 -2.438  0.29
H 3.743 1.332 -4.058  0.28
H 5.050 0.557 -1.404  0.53
H 4.752 -0.861 -4.116  0.32
H 5.582 -1.728 -2.843  0.27
H 6.271 -0.210 -3.386  0.49
H 2.655 -2.744 -0.514  -0.41
H 4.144 -3.053 -3.164  0.28
H 2.363 -3.405 -2.688  0.26
H 3.687 -4.291 -2.038  0.78
H 5.240 -3.595 -0.592  0.40
H 4.374 -2.752 0.813  0.28
H 5.397 -1.780 -0.154  0.25
H 2.990 -1.497 -4.379  0.31
H 1.235 -1.009 -6.218  0.41
H -0.728 0.201 -5.649  0.51
H -1.304 0.647 -3.281  0.38
H -0.854 -2.726 -2.418  0.56
H -0.716 -5.162 -2.126  0.45
H -0.006 -6.065 0.027  0.45
H -0.031 -4.592 2.039  0.68
H -1.779 -1.324 4.089  0.48
H -3.262 -2.428 1.616  0.31
H -2.900 -0.667 1.852  -0.10
H -3.917 -1.543 2.999  0.68
H -1.853 -4.269 3.130  0.23
H -3.039 -3.449 4.100  0.49
H -1.348 -3.684 4.730  0.25
H 2.012 -1.542 2.883  -0.92
H 0.939 -4.343 3.841  0.27
H 2.501 -3.773 4.184  0.51
H 2.008 -3.943 2.467  0.37
H 0.615 -2.169 5.617  0.26
H 0.702 -0.541 4.919  0.21
H 2.179 -1.495 5.268  0.52
H -2.732 -1.839 -2.090  0.45
H -5.090 -1.281 -2.909  0.49
H -5.855 1.040 -2.752  0.52
H -4.538 2.620 -1.300  0.56
H -0.865 4.680 -1.095  0.51
H -3.094 3.506 -2.878  0.33
H -2.037 4.836 -3.350  0.54
H -3.162 5.034 -1.947  0.25
H -0.610 2.511 -3.313  0.32
H 0.578 2.834 -1.967  -0.10
H 0.059 4.068 -3.165  0.72
H -3.926 4.018 -0.145  0.32
H -4.772 3.729 2.120  0.58
H -3.375 2.775 2.570  -0.04
H -4.571 2.069 1.488  0.15
H -1.496 4.728 1.619  0.24
H -3.067 5.498 1.814  0.50
H -2.198 5.666 0.191  0.22
Cl 1.373 2.876 1.008  -0.57
Ge 2.498 0.804 2.200  0.96
Cl 4.454 1.214 1.249  -0.34
Cl 2.602 1.982 4.109  -0.32
C -0.158 4.856 4.513  -0.77
O -0.932 3.754 3.965  -0.14
C -1.142 2.595 4.529  0.14
S -1.354 2.133 6.074  -0.14
S -1.348 1.394 3.212  -0.18
H 0.768 4.943 3.905  0.22
H 0.075 4.578 5.557  0.40
H -0.777 5.710 4.343  0.27